# C25H45NO10

A cluster of 2 separate species, C25H45NO10 in total in a non-equilibrium geometry (ωB97M-V with the def2-TZVPD basis set, the OMol25 dataset).

```
81
Properties=species:S:1:pos:R:3:forces:R:3
O 3.639655 -0.234084 -0.893789 -7.01 -3.24 2.83
O -3.349387 5.093110 -1.317491 0.53 -0.07 -1.27
O 1.944066 -0.051177 0.816609 0.41 -0.94 -4.18
O -1.240986 0.778998 5.109873 -1.64 0.64 -2.04
O 0.104525 1.480620 0.593139 2.25 -0.73 -1.21
O -1.363440 1.463487 -3.320655 0.17 -4.27 7.31
O -0.773892 -1.954769 0.189867 -1.83 1.50 -2.86
O -2.363358 1.223660 -1.154179 3.19 -0.67 -1.52
O -3.368231 -2.602571 2.156762 2.32 -1.22 -0.63
O 1.431534 -2.655760 0.536819 2.00 -1.43 -2.17
N 1.398639 -2.594139 -2.029555 5.30 1.19 0.99
C 3.893432 -3.538253 0.798300 -0.77 0.57 0.47
C -2.208247 -1.783927 -0.046776 -1.41 -1.04 1.74
C -1.379118 0.774271 -2.145153 -0.65 4.38 -5.43
C 0.093944 4.689744 1.324324 -0.02 0.24 -0.97
C 2.589953 -2.659645 -2.690300 -1.35 1.05 0.20
C -0.039121 -0.327762 2.185333 -0.70 0.39 -0.23
C 0.585425 3.879155 -0.013157 0.72 -0.47 -0.36
C -0.621796 1.616624 4.067234 2.12 -0.21 0.10
C 2.896091 -1.433230 -3.785704 1.00 -0.56 0.27
C -0.337117 -0.477410 -2.031744 -1.15 0.15 0.66
C -1.957552 6.040307 -3.010753 0.11 0.26 0.46
C 2.497769 -0.684458 -0.389992 4.63 2.80 -0.21
C 0.556030 0.699544 3.339205 -0.15 -0.31 0.52
C 1.235701 2.375521 0.323924 0.22 2.70 -1.46
C 0.486810 0.065618 0.645502 -0.01 -0.01 3.49
C 2.276508 -3.851406 0.504018 1.19 -1.42 1.23
C 1.458915 -1.882975 -0.711326 -2.08 0.89 0.16
C -2.961673 -3.018626 0.793839 0.20 -0.59 -1.22
C 3.973745 -2.866442 2.307639 -0.15 0.52 -0.72
C 0.055210 -0.980190 -0.535070 1.10 -1.07 1.07
C -4.251622 -3.624537 -0.081388 0.31 -0.11 0.66
C 3.736269 -3.823173 -2.582625 0.35 0.20 -1.45
C -3.579811 4.098035 -3.475716 -0.26 -0.16 0.29
C -2.994336 5.078477 -2.494957 -0.53 -0.09 1.29
C -2.446407 0.087218 4.627891 -0.69 -1.15 -0.83
H -2.553461 -0.798808 0.481225 0.39 -1.65 -1.44
H 4.687214 -3.420665 -1.984805 -2.32 -0.81 -1.14
H -1.367728 2.066779 3.286143 1.24 -0.92 1.56
H -4.083206 4.635724 -4.283014 0.17 -0.04 -0.08
H -1.222100 -0.179252 2.135250 2.59 -0.63 0.29
H -2.588344 -2.905457 2.738851 -1.91 0.87 -1.27
H 0.590076 5.765208 1.327413 -1.00 -2.32 0.14
H -2.120018 2.171022 -0.931203 -0.42 -1.35 -0.57
H 4.058727 -1.446936 -4.055721 -2.65 -0.09 0.32
H 0.648925 -0.138281 -2.614050 -2.50 -0.82 1.31
H 1.967288 2.547415 1.220459 -1.40 -0.81 -1.59
H 2.694591 -0.365025 -3.334213 0.18 -2.40 -0.63
H -2.561490 -1.907233 -1.154396 0.96 0.54 1.89
H -2.790062 3.458904 -3.878494 -0.07 0.09 -0.10
H 2.122856 -4.552380 -0.428872 0.11 1.85 1.59
H 5.089903 -2.763099 2.679799 -2.38 -0.39 -0.66
H 1.447666 1.364124 2.975293 -1.82 -1.22 0.48
H 1.943138 -4.513316 1.441298 0.50 1.61 -2.01
H 3.536123 -1.761715 2.197406 0.89 -2.45 0.42
H -2.388610 6.664654 -3.797308 0.14 -0.15 -0.11
H 1.411408 4.533981 -0.572712 -1.65 -1.62 1.22
H 4.139899 -4.005536 -3.690812 -0.87 0.48 2.30
H -0.036818 2.481463 4.646045 -1.52 -1.77 -1.23
H -1.062431 4.853832 1.228280 2.21 -0.43 0.64
H 3.287531 -3.468811 3.058705 1.63 1.24 -1.45
H -3.879099 -4.508860 -0.775267 -0.65 2.00 1.36
H -2.199290 -1.060638 4.413977 -0.45 2.42 0.45
H 4.503013 -4.530713 0.683156 -1.20 1.79 0.36
H -0.259378 3.694430 -0.812509 1.44 0.52 1.68
H -1.095562 5.487734 -3.392814 -0.12 0.06 -0.19
H 1.850522 2.097409 -0.660660 -1.31 0.21 2.27
H -5.017703 -4.098329 0.680100 1.49 1.13 -1.58
H -2.201775 -3.902211 0.899191 -1.24 1.71 -0.29
H -3.330937 0.102485 5.394044 1.94 0.20 -1.13
H 3.359594 -4.865634 -2.203612 0.61 2.34 -0.41
H 2.219264 -1.577716 -4.729811 1.36 0.15 1.75
H -0.875470 -1.394539 -2.575456 1.48 2.10 1.05
H 4.342265 -2.748584 0.060268 -0.94 -1.54 1.26
H -4.314190 3.467197 -2.963546 0.19 0.14 -0.09
H -1.624311 6.687720 -2.192564 -0.09 -0.15 -0.16
H 0.423672 4.091604 2.276492 -0.89 1.26 -1.74
H 0.996931 0.019184 4.215629 -0.98 1.55 -1.89
H -4.766238 -2.798400 -0.742299 0.96 -1.65 1.42
H -2.876260 0.527182 3.611688 1.04 -0.75 2.13
H 0.275747 -1.405769 2.513477 -0.85 1.99 -1.10
```
Forces are in eV/Å.

Properties
Net charge: 0
HOMO level: -0.324 hartree
SMILES: CCCO[C@]1(CCCOC)OC(=O)[C@@](N=C(C)C)(OCCC)[C@@]1(CC(=O)O)OC[C@H](C)O.CC(C)=O

Here are the Löwdin charges for atoms 1 to 8, given in e:
1 O 0.0232
2 O 0.0348
3 O -0.0276
4 O -0.2516
5 O -0.1187
6 O -0.0528
7 O -0.1529
8 O -0.0078